Run A
C5H7BrO | wB97M-V/def2-TZVPD

Last column: Löwdin charge in e.
CARTESIAN COORDINATES (ANGSTROEM)
C: -0.3014 -1.3701 0.8225  -0.044
C: -0.5500 0.0179 1.4110  -0.082
C: -0.4076 0.3332 -1.4042  -0.133
C: 1.4652 0.4070 -0.2544  -0.547
C: 0.1389 -0.1197 0.0297  -0.546
O: -0.8739 1.5263 -1.6059  0.029
Br: 2.6967 -0.8496 -0.9984  0.608
H: 0.4740 -1.9126 1.0718  0.040
H: -1.1505 -1.8566 0.5301  0.079
H: -1.6220 0.3852 1.5464  0.114
H: -0.0400 0.4446 2.2892  0.100
H: -0.3421 -0.4299 -2.2539  0.153
H: 1.5568 1.5163 -0.4758  0.085
H: -1.0443 1.9079 -0.7083  0.143

Results
Total charge ... 0
Lowest unoccupied orbital energy (alpha / beta) ... 0.59 / 0.61 eV

---

Run B
C5H7BrO | wB97M-V/def2-TZVPD

Last column: Löwdin charge in e.
CARTESIAN COORDINATES (ANGSTROEM)
C: -1.0160 -2.0271 -0.2246  -0.049
C: 0.3685 -0.6798 0.7499  -0.104
C: 0.2236 0.7684 0.5047  -0.342
C: 1.4271 -0.0170 -0.0930  -0.675
C: -0.7533 1.4152 -0.4618  -0.052
O: -1.1722 -3.1744 0.0054  0.068
Br: 3.2377 0.3053 0.4660  0.662
H: -1.5620 -1.4058 -0.9377  0.081
H: 0.5363 -0.9025 1.7391  0.069
H: 0.5208 1.3947 1.2756  0.100
H: 1.3159 -0.2975 -1.0579  0.040
H: -1.2117 2.3889 -0.0910  0.105
H: -1.5417 0.7012 -0.4440  0.039
H: -0.3730 1.5306 -1.4307  0.058

Results
Total charge ... 0
Lowest unoccupied orbital energy ... 0.51 eV

---

Which one sits at the bottom of the stability order? run A does.